One molecule with the formula C13H13BrNO2P. Source: the Open Molecules 2025 dataset; level of theory: ωB97M-V with the def2-TZVPD basis set.

Calculated values
HOMO-LUMO gap	9.5	eV
energy above the lowest of the compared OMol25 structures with the same formula, charge and spin	0.00	kJ/mol
max |F|	0.0174	Eh/bohr
E_HOMO	-8.726	eV
E_LUMO	0.742	eV
SMILES string	C[P@@](=O)(Nc1cccc(Br)c1)Oc1ccccc1

Positions of all 31 atoms, in Å:
1 C -2.998 1.095 -0.280
2 P -1.213 1.442 -0.460
3 O -0.832 2.767 -0.943
4 N -0.445 1.170 1.015
5 C -0.446 0.058 1.832
6 C -1.089 -1.111 1.433
7 C -1.067 -2.211 2.268
8 C -0.424 -2.192 3.492
9 C 0.217 -1.026 3.878
10 C 0.209 0.089 3.063
11 H 0.712 0.994 3.374
12 H 0.727 -0.990 4.829
13 H -0.422 -3.064 4.126
14 Br -1.958 -3.800 1.704
15 H -1.584 -1.157 0.477
16 H 0.034 1.989 1.360
17 O -0.777 0.213 -1.416
18 C 0.491 0.244 -1.977
19 C 0.745 1.039 -3.083
20 C 2.006 1.025 -3.653
21 C 3.004 0.226 -3.123
22 C 2.744 -0.561 -2.014
23 C 1.488 -0.551 -1.433
24 H 1.271 -1.156 -0.564
25 H 3.521 -1.182 -1.594
26 H 3.986 0.219 -3.571
27 H 2.208 1.646 -4.513
28 H -0.044 1.661 -3.474
29 H -3.273 1.064 0.770
30 H -3.532 1.907 -0.766
31 H -3.258 0.155 -0.757

A 2-piece molecular cluster, C3H4O2 overall at a distorted geometry. Source: the Open Molecules 2025 dataset; level of theory: ωB97M-V with the def2-TZVPD basis set.

Calculated values
HOMO-LUMO gap	10.5	eV
energy above the lowest of the compared OMol25 structures with the same formula, charge and spin	363.89	kJ/mol
max |F|	0.0586	Eh/bohr
E_HOMO	-10.721	eV
E_LUMO	-0.225	eV
SMILES string	C#CC=O.O

Positions of all 9 atoms, in Å:
1 C -1.297 -0.904 -0.258
2 C -0.618 0.105 -0.036
3 C -1.824 -1.889 -1.343
4 O -1.836 -3.105 -1.458
5 O 2.044 1.124 1.382
6 H 0.184 0.539 0.541
7 H 1.078 1.279 1.317
8 H -2.326 -1.189 -2.034
9 H 2.426 1.907 1.029